183
Properties=species:S:1:pos:R:3:lowdin_charge:R:1 method="wB97M-V/def2-TZVPD" lumo_ev=0.3 total_charge=0 smiles=CC1(C)CCCC(C)(C)N1O.CC1(C)CCCC(C)(C)N1O.CC1(C)CCCC(C)(C)N1O.CC1(C)CCCC(C)(C)N1O.CC(C)O.CC(C)O.CC(C)O.CC(C)O.CC(C)O.O max_force_ev_per_a=3.0 gap_ev=8.302
O 0.52 -0.32 -1.36 -0.01
O 6.23 -2.28 -3.18 -0.05
O -1.61 0.53 6.78 -0.05
O -3.66 6.66 0.16 -0.01
O -1.89 -7.87 -0.39 -0.05
O 2.68 2.40 -4.59 0.00
O -4.86 -3.91 -1.88 -0.02
O 3.41 -5.62 -0.79 -0.06
O 4.13 -6.72 4.84 -0.05
O 3.24 6.52 4.63 -0.07
N -3.00 5.39 0.20 -0.08
N 2.69 3.80 -4.71 -0.12
N 1.51 -0.75 -0.46 -0.09
N -5.48 -4.00 -0.61 -0.10
C -1.41 3.82 -0.86 -0.16
C 1.69 1.59 0.34 -0.04
C 5.81 -4.47 -2.24 -0.07
C -0.78 -7.74 -2.58 -0.06
C -7.17 -2.27 -1.10 -0.03
C 1.95 5.82 -5.89 -0.13
C 3.12 4.32 3.67 -0.06
C -0.21 -1.09 1.41 -0.03
C 1.64 3.62 -6.89 -0.04
C -4.39 4.64 2.09 -0.05
C 3.21 0.63 -1.43 -0.01
C -6.73 -3.45 1.89 -0.18
C -2.91 5.04 -2.38 -0.03
C 0.20 -0.67 7.80 -0.06
C 1.61 4.35 -5.54 -0.51
C 4.78 3.89 -3.50 -0.04
C 2.45 0.35 -0.14 -0.49
C 3.50 -4.45 4.78 -0.06
C -6.93 -3.72 -0.70 -0.51
C 3.67 6.34 2.22 -0.05
C -2.21 5.16 -1.00 -0.48
C 3.41 -0.06 0.99 -0.12
C 3.13 -5.81 5.30 -0.50
C 2.84 -1.01 2.05 -0.18
C 3.81 5.68 3.62 -0.47
C 2.66 4.43 -2.31 -0.02
C 3.03 -5.91 6.83 -0.06
C -0.75 -7.39 -1.09 -0.49
C -0.61 -5.86 -0.90 -0.06
C -3.96 4.35 0.64 -0.51
C -3.15 3.06 0.71 -0.14
C 5.44 -3.46 -3.32 -0.49
C -4.58 -3.53 0.45 -0.50
C -7.50 -4.05 0.70 -0.13
C -7.65 -4.65 -1.68 -0.04
C -3.23 -4.29 0.44 -0.04
C 0.23 4.32 -4.91 -0.03
C 0.37 -2.92 -0.14 -0.04
C 3.65 5.98 -4.04 -0.14
C -0.32 0.00 6.51 -0.49
C 2.04 -2.16 1.46 -0.15
C -5.26 -3.89 1.78 -0.15
C -5.22 4.28 -0.20 -0.02
C 3.98 -3.08 -3.18 -0.07
C 2.45 6.67 -4.70 -0.16
C -2.27 2.67 -0.47 -0.18
C -1.08 6.20 -1.20 -0.04
C -0.39 -0.92 5.31 -0.06
C -4.38 -2.04 0.35 -0.04
C 0.93 -1.64 0.53 -0.50
C 3.39 4.51 -3.64 -0.51
H 2.57 1.01 -2.22 0.06
H 0.36 -5.62 -1.33 0.07
H -7.12 -3.75 2.87 0.11
H -4.68 -3.48 2.61 0.12
H -2.64 -4.07 1.33 0.09
H 1.08 1.93 -0.51 0.06
H -2.45 3.08 1.55 0.12
H -0.70 -2.87 -0.33 0.07
H -5.87 5.15 -0.11 0.09
H 3.38 -3.97 -3.36 0.08
H -4.38 -1.58 -0.63 0.09
H 3.27 4.97 -1.59 0.09
H 0.37 0.81 6.24 0.13
H -0.58 -1.88 2.06 0.09
H 5.59 -3.96 -4.28 0.14
H -3.38 -5.37 0.41 0.09
H 3.73 -2.64 -2.21 0.06
H 4.60 6.07 -4.56 0.12
H 4.71 2.85 -3.16 0.07
H 2.18 -0.39 2.67 0.10
H 4.24 7.26 2.21 0.08
H 4.43 -4.14 5.24 0.09
H 3.38 3.73 4.55 0.08
H -1.53 1.16 7.50 0.09
H 1.99 2.24 -3.92 0.08
H -1.46 -5.42 -1.41 0.07
H 4.35 -0.43 0.57 0.12
H -0.48 4.60 -5.69 0.09
H -3.49 -1.61 0.83 0.08
H 2.83 7.64 -5.05 0.11
H -3.48 4.82 2.67 0.08
H -7.45 -5.13 0.86 0.12
H -6.90 -1.58 -0.30 0.06
H 5.28 -5.40 -2.45 0.07
H -1.22 -1.62 5.35 0.09
H 1.07 -1.28 7.57 0.07
H 2.50 -6.83 7.08 0.07
H -0.57 -5.69 0.17 0.08
H 4.01 1.34 -1.19 0.09
H 0.98 1.43 1.15 0.07
H 2.48 -5.15 7.38 0.07
H 2.03 4.33 3.66 0.08
H 2.16 2.52 0.66 0.08
H 3.74 -7.59 4.78 0.09
H 2.62 6.51 1.97 0.07
H -0.61 4.05 -0.15 0.11
H 3.78 -5.37 0.07 0.04
H -2.24 5.12 -3.24 0.07
H -8.56 -3.78 0.72 0.12
H 0.10 -7.26 -3.03 0.08
H -1.44 7.23 -1.17 0.08
H 2.16 -6.10 4.87 0.13
H -4.99 4.27 -1.27 0.06
H -3.55 5.93 -2.46 0.09
H 0.08 -0.24 2.03 0.05
H 1.67 4.91 -2.34 0.07
H 0.15 -7.87 -0.68 0.13
H -0.10 3.35 -4.54 0.08
H 0.83 -3.25 -1.07 0.08
H 3.57 -1.45 2.73 0.11
H -1.73 1.76 -0.20 0.10
H -1.02 -0.71 0.78 0.07
H 3.79 6.57 -3.13 0.12
H 2.69 3.50 -7.17 0.09
H 1.68 -2.84 2.23 0.11
H 7.01 -2.43 -3.73 0.09
H -6.84 -2.37 1.83 0.09
H -0.63 -8.82 -2.68 0.07
H 3.64 -0.32 -1.75 0.08
H -0.56 -0.35 4.39 0.06
H -0.43 6.22 -0.32 0.08
H 4.86 5.74 3.91 0.14
H 0.75 -0.74 -2.19 0.11
H -3.55 4.17 -2.51 0.06
H 3.14 -4.79 -1.19 0.00
H 5.31 3.79 -4.45 0.09
H -3.00 7.20 0.62 0.10
H -8.19 -2.02 -1.39 0.09
H -4.37 -4.73 -1.97 0.10
H -3.83 2.22 0.91 0.12
H 3.72 -2.27 -3.87 0.08
H 2.73 -3.71 5.03 0.07
H -2.73 -3.94 -0.46 0.06
H 3.55 3.78 2.82 0.07
H -1.70 -7.46 -3.08 0.08
H -2.92 2.38 -1.31 0.11
H 0.53 0.02 8.59 0.07
H -5.00 5.52 2.24 0.08
H 4.00 -5.88 7.33 0.08
H 1.06 6.34 -6.26 0.12
H 4.06 5.61 1.50 0.07
H 0.16 5.07 -4.12 0.05
H -5.77 3.35 -0.04 0.09
H 1.67 6.78 -3.95 0.10
H 5.60 -4.11 -1.24 0.08
H -0.61 -1.28 8.21 0.08
H -7.32 -5.69 -1.59 0.09
H 5.36 4.37 -2.71 0.09
H -5.29 -4.96 1.98 0.12
H -4.74 3.77 2.65 0.09
H -7.35 -4.34 -2.68 0.08
H 0.48 -1.56 5.17 0.07
H 2.70 5.91 -6.68 0.12
H -1.72 -8.77 -0.08 0.09
H -5.16 -1.51 0.92 0.07
H 3.55 -4.41 3.69 0.07
H 1.22 4.16 -7.74 0.08
H -0.56 6.00 -2.13 0.05
H 3.69 0.81 1.59 0.11
H -6.49 -2.05 -1.93 0.08
H 2.35 3.44 -1.95 0.06
H 2.78 -2.75 0.91 0.12
H 0.46 -3.74 0.56 0.07
H -8.72 -4.51 -1.62 0.08
H 2.28 6.46 4.59 0.08
H 6.88 -4.67 -2.40 0.08
H -0.87 3.58 -1.79 0.11
H 1.22 2.64 -6.70 0.08